{"formula": "C4H6IP", "method": "the ωB97M-V functional and the def2-TZVPD basis", "symbols": ["H", "H", "C", "I", "C", "H", "P", "C", "H", "C", "H", "H"], "positions_angstrom": [[-1.8548, -1.4616, -0.9478], [-0.0357, 1.8970, -0.2972], [0.6515, 1.1114, 2.4718], [0.4395, -3.1691, -2.3330], [0.2991, -0.3354, -0.6345], [0.6261, -1.0612, 0.2247], [-0.8001, -0.9987, -1.9401], [-0.0145, 1.0563, 1.4659], [1.2849, -0.1185, -1.2883], [-0.3406, 0.9096, 0.0818], [-1.4414, 0.7855, -0.1459], [1.1859, 1.3847, 3.3425]], "forces_ev_per_angstrom": [[1.09, 0.18, -1.22], [-0.16, -0.48, -0.73], [-0.81, 0.45, -0.54], [-0.57, 0.72, 0.18], [3.21, -0.11, 0.63], [-0.70, 1.03, -1.92], [-0.98, -1.22, 1.23], [1.31, -0.77, 1.34], [-1.91, -0.08, 1.87], [-1.39, -0.09, -1.89], [0.83, 0.57, 0.71], [0.08, -0.20, 0.33]], "de_lowest_kj_mol": 260.6, "e_homo_ev": -9.3, "fmax_ha_per_bohr": 0.06368, "homo_lumo_gap_ev": 9.0, "molar_mass_g_mol": 211.97, "smiles": "C#CCCPI"}

---

{"formula": "C47H38N3O6RuS5", "method": "the ωB97M-V functional and the def2-TZVPD basis", "symbols": ["H", "H", "C", "H", "C", "H", "H", "C", "C", "O", "S", "H", "H", "H", "C", "H", "H", "C", "C", "H", "C", "H", "C", "C", "H", "C", "H", "N", "H", "H", "H", "H", "C", "H", "C", "C", "O", "C", "C", "C", "H", "H", "H", "C", "C", "H", "C", "H", "H", "H", "C", "C", "O", "C", "H", "N", "O", "C", "C", "C", "C", "C", "C", "N", "H", "C", "S", "S", "C", "C", "C", "O", "H", "C", "C", "C", "C", "H", "C", "C", "C", "H", "C", "H", "H", "C", "H", "C", "H", "S", "H", "C", "O", "C", "H", "C", "C", "Ru", "H", "S"], "positions_angstrom": [[-2.7529, 3.2347, -1.2355], [-3.1418, 4.1841, -3.4554], [-0.9017, 2.2728, -1.7480], [1.6378, 5.0843, 1.8209], [2.2986, -4.9925, -0.2529], [1.8695, -2.9535, 6.1395], [0.6943, 0.4135, 3.7799], [2.0588, 3.0100, 1.4193], [1.7843, -1.1032, 2.7199], [1.9145, 1.7691, 2.0948], [-1.3101, -3.9923, -2.7276], [-0.0483, -5.4814, 2.1376], [-6.9985, 0.5624, 0.8549], [4.1765, 3.1403, 1.8226], [0.4586, -5.0753, 1.2721], [6.6786, -0.3434, -0.7675], [-3.5615, 1.5918, -3.4685], [-3.1173, -1.2265, -0.9841], [-2.2601, 3.5744, -3.2827], [2.5230, -1.2422, -1.2096], [3.4995, 3.1880, 0.9672], [0.4168, 2.2646, -4.8766], [3.3315, -0.8728, -0.5984], [-2.3664, 1.3790, 1.4866], [3.9759, 0.2929, 2.4922], [-0.2654, 2.5190, -4.0746], [2.0854, -3.4547, -1.7707], [-1.7611, -2.4310, 0.1912], [2.8589, -2.7949, 1.9729], [4.7687, -1.1430, -2.1553], [-3.7915, 1.2561, 3.0808], [2.2504, 4.1708, 3.2188], [1.8515, -2.4359, 5.1873], [-2.3649, 0.3154, 1.2848], [1.1839, -0.5488, 3.8431], [-6.2840, 0.6001, 0.0423], [0.7681, -1.4020, 0.7003], [-1.5597, 2.1966, 0.7011], [-4.4192, 0.6776, -2.0400], [2.4140, -2.3406, 2.8509], [3.7686, 2.3988, 0.2665], [2.9418, -3.9655, 4.1398], [0.7435, -0.7569, 5.9308], [-5.2586, -0.3292, -0.0325], [5.6755, -0.3779, -0.3579], [0.8190, 1.3691, -2.6599], [-2.3802, 4.1095, 1.9438], [0.5778, 3.9337, 2.6610], [-5.4831, 2.4124, -2.7050], [-0.9656, 4.2253, 0.3435], [4.6153, -0.8243, -1.1308], [-6.3574, 1.5977, -0.9203], [-1.0384, 0.2304, -0.4972], [-1.4185, -3.4484, 0.9088], [1.4275, 1.2009, -0.7574], [0.4960, -3.4709, -0.4904], [-2.3150, -1.2645, -1.9267], [-1.5806, 3.5711, 0.9460], [-1.3788, 3.3103, -4.3217], [-3.1668, 1.9159, 2.4894], [0.8063, 1.6203, 0.0387], [3.0752, -0.4652, 0.6990], [-2.0259, 3.0512, -2.0151], [-2.9982, -1.9157, 0.1812], [0.0880, 0.7976, 1.8752], [1.0450, 0.8961, 1.3593], [-0.2419, -4.6043, -5.4333], [1.4035, -4.3353, -7.9229], [1.6588, -0.5147, 1.2965], [0.9260, -3.8255, -6.3930], [-5.4342, 1.6352, -1.9487], [1.2113, 2.9685, 0.2922], [3.6094, 4.1555, 0.4735], [-0.1159, -4.0121, 0.5820], [1.2193, -1.2091, 5.0682], [-0.0341, 2.0136, -2.8053], [0.6388, -2.5262, -4.1186], [3.2495, -5.3519, -0.6215], [2.4507, -3.0016, 4.0665], [4.1520, -0.0221, 1.4717], [1.6013, 4.1257, 2.3423], [-2.1050, -3.9223, 1.6010], [5.4366, 0.0206, 0.9530], [-2.3805, 5.1811, 2.1112], [6.2553, 0.3662, 1.5745], [-4.3109, -0.3127, -1.0525], [-3.8076, 3.7016, 3.5017], [-0.2352, -3.5627, -4.0174], [-1.5618, 3.7066, -5.3140], [1.0273, -1.2007, -3.0133], [-5.1463, -1.0897, 0.7284], [1.6794, -5.5644, 0.8523], [-3.5407, 0.7171, -3.0643], [-3.1784, 3.2820, 2.7247], [2.1516, -6.3802, 1.3870], [-0.6797, 1.5522, -0.3932], [1.6705, -3.9435, -0.8975], [-0.3013, -1.6277, -0.9562], [-7.1326, 2.3539, -0.8703], [1.5576, -2.4579, -5.6066]], "forces_ev_per_angstrom": [[-0.01, 0.01, 0.01], [0.00, 0.01, 0.01], [0.00, -0.10, 0.03], [0.01, -0.01, 0.00], [0.03, 0.02, -0.08], [0.01, 0.01, 0.00], [-0.01, -0.02, 0.02], [-0.04, -0.11, -0.03], [-0.25, -0.01, 0.00], [-0.13, 0.10, -0.05], [0.13, -0.06, -0.48], [0.00, -0.01, -0.01], [0.00, 0.00, 0.00], [-0.01, 0.00, -0.01], [0.11, -0.06, 0.01], [0.00, 0.00, 0.00], [0.06, 0.05, -0.03], [-0.58, 0.30, 0.32], [0.03, 0.05, 0.04], [0.00, 0.02, -0.02], [0.05, 0.02, 0.00], [0.00, 0.01, 0.00], [-0.03, -0.05, 0.03], [-0.03, 0.03, -0.01], [0.01, -0.01, 0.00], [-0.03, 0.00, -0.02], [0.03, -0.02, 0.00], [0.19, 0.09, 0.54], [0.00, 0.00, -0.01], [0.00, 0.00, 0.00], [0.00, 0.00, -0.01], [0.00, 0.00, -0.02], [-0.02, 0.00, 0.00], [0.00, -0.01, 0.00], [0.10, 0.04, 0.03], [0.05, -0.02, -0.03], [0.77, 0.18, 0.20], [0.04, 0.04, 0.06], [0.09, 0.06, -0.10], [-0.03, -0.04, -0.01], [-0.01, 0.00, 0.00], [-0.01, 0.00, -0.01], [0.00, 0.00, 0.00], [-0.05, -0.04, 0.04], [-0.02, 0.00, -0.02], [0.00, 0.02, -0.03], [0.00, -0.01, 0.02], [0.00, -0.01, 0.00], [-0.01, -0.01, 0.00], [0.02, 0.01, -0.02], [0.02, 0.01, 0.01], [-0.02, 0.03, 0.02], [-0.08, 0.41, 0.02], [0.30, -0.13, -0.17], [-0.02, -0.09, -0.01], [0.01, -0.27, -0.17], [0.43, -0.39, -0.17], [0.07, -0.04, 0.00], [0.03, -0.01, -0.03], [0.01, -0.03, -0.02], [-0.02, 0.05, -0.06], [0.02, 0.05, 0.10], [0.04, 0.05, 0.06], [0.31, 0.07, -0.32], [0.05, 0.01, 0.07], [0.07, 0.11, 0.06], [-0.19, -0.20, 0.06], [-0.03, 0.03, 0.10], [0.02, -0.14, 0.02], [0.07, -0.09, -0.25], [0.00, -0.03, 0.00], [-0.05, -0.02, 0.03], [0.00, 0.00, 0.01], [-0.33, 0.18, 0.22], [0.02, -0.01, -0.01], [0.01, 0.07, 0.04], [0.07, 0.10, 0.17], [0.00, 0.00, 0.02], [0.01, 0.02, -0.02], [0.03, -0.01, 0.04], [0.00, 0.05, 0.00], [-0.04, -0.04, -0.07], [-0.04, -0.02, 0.01], [0.00, 0.00, 0.00], [0.00, 0.00, 0.00], [0.14, -0.17, -0.02], [0.00, 0.00, 0.00], [-0.08, 0.02, 0.30], [-0.01, -0.01, 0.00], [0.01, -0.07, -0.05], [-0.01, 0.01, 0.00], [-0.06, 0.00, 0.06], [-0.21, -0.20, 0.02], [0.01, 0.01, -0.02], [0.00, -0.01, -0.02], [0.01, -0.08, -0.11], [-0.09, -0.07, -0.01], [-1.16, 0.16, -0.34], [0.00, 0.00, 0.00], [0.16, 0.23, 0.04]], "de_lowest_kj_mol": 110.3, "multiplicity": 2, "e_homo_ev": [-1.1, -1.1], "charge": -2, "fmax_ha_per_bohr": 0.02365, "homo_lumo_gap_ev": [5.3, 5.2], "molar_mass_g_mol": 1002.24}